## 1
{
  "formula": "C6H11P",
  "method": "the ωB97M-V functional and the def2-TZVPD basis",
  "symbols": ["H", "H", "P", "C", "C", "H", "H", "C", "C", "H", "C", "H", "H", "H", "H", "H", "C", "H"],
  "xyz": [[-0.514, 1.076, -1.589], [-3.090, -1.267, -0.433], [-2.608, 0.113, 0.125], [0.611, 0.473, 0.156], [-0.605, -0.371, -0.084], [-2.504, 0.612, -1.188], [-0.155, 2.493, 0.484], [0.159, 0.204, -1.252], [1.273, -0.826, 0.627], [-0.489, -2.045, 1.150], [0.790, 1.884, 0.622], [1.689, 2.093, 0.079], [2.259, -1.263, 0.129], [0.101, -2.225, -0.624], [0.891, 1.902, 1.783], [1.650, -0.787, 1.731], [0.012, -1.672, 0.316], [0.531, -0.396, -2.033]],
  "smiles": "C[C@@]12CC[C@]1(P)C2",
  "homo_lumo_gap_ev": 10.15
}

---

## 2
{
  "formula": "C6H11P",
  "method": "the ωB97M-V functional and the def2-TZVPD basis",
  "symbols": ["C", "H", "H", "H", "H", "H", "C", "H", "H", "C", "H", "H", "C", "H", "C", "H", "C", "P"],
  "xyz": [[0.437, -0.724, -0.555], [0.768, -1.332, -1.447], [0.633, 1.574, -1.205], [2.952, -0.190, -1.318], [-0.774, 1.815, 1.044], [-0.728, -2.162, 0.492], [-1.009, 1.127, 0.224], [-1.414, -0.470, 1.683], [-1.666, 1.684, -0.431], [0.194, 0.772, -0.550], [-2.611, -0.229, 0.659], [-1.222, -1.755, -1.029], [-1.600, -0.229, 0.702], [3.308, 1.480, 0.212], [1.339, -0.163, 0.533], [0.926, -0.175, 1.616], [-0.846, -1.339, -0.090], [3.112, -0.015, 0.125]],
  "smiles": "P[C@@H]1[C@H]2CCC[C@@H]12",
  "homo_lumo_gap_ev": 9.14
}

---

Most stable one: 2, least stable one: 1.

---

## 1
{
  "formula": "C6H11P",
  "method": "the ωB97M-V functional and the def2-TZVPD basis",
  "symbols": ["C", "H", "C", "C", "H", "H", "C", "H", "H", "C", "H", "H", "H", "C", "H", "P", "H", "H"],
  "xyz": [[1.351, -0.965, 0.071], [-2.783, 0.885, 0.722], [-1.110, 0.601, -1.541], [-0.152, -0.745, 0.301], [1.394, -1.739, -0.588], [-3.311, -0.411, -0.527], [3.155, 1.031, 1.143], [4.078, 1.540, 1.515], [-2.513, -0.970, 1.014], [-2.556, -0.133, 0.307], [2.144, 1.225, 1.681], [1.796, -1.320, 0.973], [-0.130, 0.235, -2.126], [-1.168, -0.096, -0.240], [-1.007, 1.678, -1.500], [3.169, 0.112, -0.177], [-2.034, 0.367, -2.186], [-0.321, -1.296, 1.159]],
  "smiles": "C=PCC=C(C)C",
  "homo_lumo_gap_ev": 9.20
}

---

## 2
{
  "formula": "C6H11P",
  "method": "the ωB97M-V functional and the def2-TZVPD basis",
  "symbols": ["H", "C", "H", "H", "C", "C", "P", "H", "H", "C", "C", "H", "C", "H", "H", "H", "H", "H"],
  "xyz": [[-1.894, 1.000, -1.659], [1.204, 1.781, -0.763], [-0.968, -1.840, 1.844], [-0.765, 1.461, -2.970], [0.034, -0.246, -0.246], [1.193, -1.179, -0.135], [0.867, -0.412, 1.520], [1.599, 2.616, -1.220], [-0.987, -0.776, -0.121], [0.108, 1.041, -1.011], [-0.993, 1.541, -1.918], [0.884, -2.202, -0.267], [-0.028, -1.876, 2.284], [1.934, 1.545, -0.004], [0.042, -2.125, 3.341], [2.269, -0.937, -0.630], [-1.172, 2.625, -1.737], [0.551, -2.707, 1.867]],
  "smiles": "C=C(C)[C@H]1CP1C",
  "homo_lumo_gap_ev": 9.42
}

---

Most stable one: 2, least stable one: 1.

---

## 1
{
  "formula": "C54H124N4O10",
  "method": "the ωB97M-V functional and the def2-TZVPD basis",
  "symbols": ["H", "C", "H", "C", "C", "H", "C", "C", "C", "H", "O", "H", "C", "H", "H", "H", "C", "H", "H", "H", "H", "H", "H", "H", "H", "H", "C", "N", "C", "C", "H", "H", "N", "C", "C", "H", "C", "C", "H", "H", "H", "H", "H", "C", "H", "H", "H", "C", "H", "H", "H", "C", "H", "C", "H", "C", "H", "H", "H", "H", "H", "C", "H", "O", "C", "H", "H", "C", "H", "C", "H", "H", "O", "H", "H", "H", "H", "H", "H", "H", "H", "H", "C", "H", "H", "H", "H", "H", "H", "O", "H", "H", "H", "C", "H", "H", "H", "C", "H", "C", "H", "O", "H", "C", "H", "O", "H", "H", "O", "H", "C", "H", "C", "C", "H", "H", "H", "H", "H", "H", "C", "H", "H", "O", "H", "H", "C", "H", "H", "C", "C", "H", "H", "C", "H", "H", "C", "H", "H", "C", "H", "H", "C", "H", "H", "H", "H", "C", "H", "O", "C", "H", "C", "N", "C", "H", "H", "C", "O", "H", "H", "H", "C", "H", "C", "H", "H", "H", "C", "C", "H", "H", "C", "H", "C", "H", "C", "H", "C", "H", "H", "H", "H", "H", "H", "H", "H", "H", "N", "H", "H", "C"],
  "xyz": [[5.011, 3.515, 2.979], [5.411, 1.485, 3.562], [-5.743, -4.207, -3.682], [-5.121, 5.376, -1.350], [3.069, -5.017, 6.511], [2.504, 9.015, 1.621], [-3.595, -3.807, -4.098], [-8.602, 3.841, -1.534], [-7.147, -2.310, 1.044], [-9.721, 6.284, -2.503], [1.607, -2.946, 5.043], [11.994, 2.561, -5.006], [-4.745, -4.618, -3.531], [7.556, 4.907, -3.863], [-6.839, -7.124, 1.025], [1.700, -1.991, 5.050], [-7.838, -2.671, 3.481], [3.257, -5.017, 5.437], [-9.913, 6.206, -0.711], [0.787, 0.236, 0.859], [2.816, -4.779, 9.144], [-6.271, 2.999, -3.587], [6.719, 2.675, -5.246], [-5.121, -4.491, 1.446], [-0.308, -2.986, 8.571], [4.563, 1.070, 1.610], [2.514, -3.762, 7.125], [9.700, 3.061, -3.560], [0.865, 1.554, -0.778], [0.893, 7.479, 0.348], [9.236, 0.489, -2.355], [-8.429, 3.267, -0.624], [-6.962, -4.532, 1.997], [9.407, 2.857, -6.035], [-7.329, 5.644, -0.254], [0.019, -5.137, 4.849], [-5.696, 3.350, -2.731], [-1.191, 1.004, 0.844], [-1.212, 8.526, 1.827], [-8.205, 3.178, -2.302], [3.050, -5.286, -2.989], [0.603, -5.914, 6.192], [4.036, -2.435, 6.246], [-7.661, -5.926, 4.149], [-0.888, -1.873, 6.530], [-4.665, 3.010, -2.824], [-5.103, 6.465, -1.309], [8.107, 4.664, -4.771], [9.258, 4.173, -2.242], [2.507, -5.888, 6.848], [4.070, -5.314, 0.559], [11.355, 1.687, -4.882], [4.982, -6.263, -1.642], [0.764, -4.708, 8.884], [-2.422, -4.770, -3.154], [10.405, 1.660, -6.086], [5.414, -4.905, -3.599], [-2.751, -2.571, -2.418], [3.891, -0.403, -9.138], [-6.854, -2.733, 3.946], [-9.849, -2.717, 1.905], [-5.744, 4.915, -2.659], [9.246, 0.027, -3.956], [3.203, -2.095, -7.568], [-7.742, -3.303, 2.042], [0.734, -5.762, 8.608], [6.349, -4.105, -2.348], [-6.754, -7.082, 2.111], [4.085, -5.165, 6.877], [-7.563, -5.801, 2.576], [-3.797, -3.559, -5.140], [6.759, 3.082, 3.152], [-5.557, -4.359, 2.291], [-6.026, 2.908, -1.790], [-1.011, -2.806, 4.982], [-10.172, -4.659, 3.270], [-2.097, -3.062, 6.362], [10.637, -0.295, -2.892], [-1.643, 0.326, 0.120], [4.587, 0.052, -7.657], [-7.933, 6.338, -3.998], [7.032, 2.231, -3.524], [-8.974, -5.990, 2.001], [-7.889, 5.170, 0.551], [6.046, 1.003, 4.305], [11.343, 2.109, -1.465], [-9.333, -3.670, 0.522], [8.649, 2.493, -6.729], [0.681, 0.711, -1.444], [3.128, -5.236, -2.033], [5.697, 3.250, 4.527], [-9.465, -6.711, 2.655], [-1.278, 9.678, 0.573], [7.442, 2.279, -4.533], [-6.459, -1.588, 1.485], [2.288, -3.157, 9.237], [4.465, -2.891, 7.873], [10.562, 1.816, -3.528], [0.197, 7.358, -0.482], [0.771, 8.884, 0.918], [1.063, 9.616, 0.166], [9.071, 3.236, -2.340], [-6.157, 4.012, 0.051], [-9.876, -4.748, 2.225], [8.917, 5.389, -4.849], [-7.814, 5.396, -3.857], [-1.589, 2.014, 0.752], [0.035, 2.866, 1.530], [1.626, 8.929, 2.000], [-7.114, -7.983, 2.606], [-9.224, -3.556, 1.600], [3.234, -1.681, 7.534], [5.742, 2.895, 3.498], [2.143, -4.071, 8.660], [6.412, 1.091, 1.542], [1.394, -0.898, -5.733], [-7.334, 6.696, 0.030], [3.326, 1.075, -8.339], [-6.641, -2.743, 0.181], [-4.825, -5.532, -4.119], [-5.906, 5.065, -0.070], [12.495, 1.399, -2.623], [-2.771, -1.852, -4.099], [4.081, 1.380, 4.018], [5.633, -0.206, 2.051], [-5.394, 5.426, 0.822], [9.913, 0.456, -3.208], [2.719, -2.776, -7.095], [-8.345, -5.160, 4.514], [-0.029, -3.882, 6.551], [5.510, 0.875, 2.114], [-3.984, 5.103, -3.842], [-1.417, 0.529, 1.799], [2.362, -0.515, -6.054], [-8.869, 7.349, -1.433], [-10.896, -4.849, 1.854], [-8.067, 5.308, -1.545], [10.981, 1.701, -7.010], [0.516, -4.832, 9.938], [3.618, -2.655, 7.229], [-8.154, -1.629, 3.530], [-4.133, 4.915, -1.339], [4.521, -5.276, -1.684], [-5.699, -6.902, 2.315], [-6.708, -5.635, 4.591], [-7.875, -1.593, 0.664], [-7.922, -6.932, 4.477], [-0.255, -3.954, 8.074], [4.767, -3.425, -2.832], [0.659, 2.140, 1.606], [4.461, -4.668, -0.227], [-4.186, -1.953, -3.111], [0.314, 1.200, 0.674], [1.350, -3.323, 6.398], [-9.214, 6.320, -1.539], [1.890, 7.236, -0.017], [-8.596, -3.099, 4.137], [8.726, 3.184, -4.663], [-2.417, -4.543, -4.087], [5.532, -4.542, -0.075], [-1.218, -4.440, 8.232], [-1.173, -5.641, 5.930], [-3.273, -2.490, -3.371], [1.911, 1.841, -0.672], [11.684, 2.117, -2.501], [12.038, 0.842, -4.970], [12.120, 3.083, -2.756], [-8.878, -6.482, 1.034], [-1.069, -2.845, 6.070], [-0.636, 9.340, 1.387], [-4.783, 6.687, -3.716], [7.566, 4.938, -5.677], [-0.175, -5.202, 5.919], [3.235, -0.852, -5.495], [5.334, -4.342, -2.670], [3.940, -3.723, -0.072], [-4.946, 5.614, -3.814], [2.336, 0.573, -5.995], [3.629, 0.041, -8.177], [-4.658, -4.796, -2.459], [9.930, 0.681, -6.149], [-9.682, 3.978, -1.593], [0.643, 6.814, 1.175], [-5.438, 5.355, -4.751], [7.576, 1.206, -4.670], [0.275, 2.401, -1.130], [9.768, 3.807, -6.430], [-0.759, 10.124, 2.135], [-7.120, 5.500, -2.685], [1.676, -0.914, -8.026], [3.573, 1.812, 3.328], [2.624, -0.883, -7.488]],
  "smiles": "CC1(C)CCCC(C)(C)N1O.CC1(C)CCCC(C)(C)N1O.CC1(C)CCCC(C)(C)N1O.CC1(C)CCCC(C)(C)N1O.CC(C)O.CC(C)O.CC(C)O.CC(C)O.CC(C)O.CC(C)O",
  "homo_lumo_gap_ev": 8.01
}

---

## 2
{
  "formula": "C54H124N4O10",
  "method": "the ωB97M-V functional and the def2-TZVPD basis",
  "symbols": ["C", "H", "H", "H", "C", "H", "H", "H", "O", "H", "H", "N", "H", "H", "H", "H", "C", "H", "H", "H", "H", "C", "H", "C", "C", "H", "H", "C", "H", "O", "H", "H", "H", "H", "C", "H", "C", "H", "H", "C", "H", "H", "H", "H", "H", "H", "H", "H", "H", "C", "H", "H", "H", "N", "C", "C", "O", "H", "H", "C", "H", "H", "C", "H", "H", "H", "H", "C", "H", "C", "H", "H", "H", "H", "O", "H", "H", "C", "C", "H", "C", "C", "C", "H", "H", "O", "C", "H", "H", "C", "C", "H", "H", "H", "C", "H", "C", "C", "H", "H", "O", "H", "H", "H", "H", "H", "H", "H", "H", "O", "H", "C", "C", "H", "H", "H", "H", "H", "C", "H", "H", "C", "H", "H", "H", "H", "H", "C", "H", "C", "O", "H", "C", "H", "H", "H", "H", "O", "C", "H", "C", "C", "C", "H", "H", "H", "H", "H", "H", "H", "H", "H", "H", "H", "H", "H", "N", "H", "C", "H", "H", "H", "H", "H", "H", "C", "C", "C", "O", "C", "C", "H", "C", "C", "C", "H", "H", "C", "H", "N", "C", "H", "C", "H", "H", "H", "C", "H", "C", "H", "H", "C"],
  "xyz": [[-0.089, 3.578, 2.131], [-1.800, -1.725, 0.592], [4.702, 1.954, -1.988], [-1.873, -0.747, 2.199], [-2.316, -1.612, 2.692], [-2.049, -0.350, -0.156], [0.027, 0.185, 1.635], [-2.992, 2.929, -2.875], [-1.758, -5.128, 2.851], [-1.441, 3.743, 4.446], [-4.065, 1.181, 4.072], [3.888, 1.873, 0.741], [-0.087, 1.193, -3.411], [1.242, 1.434, 1.627], [6.248, 2.052, 2.121], [-4.524, 4.002, 2.201], [-1.090, -5.839, 1.795], [-1.065, 0.037, -2.552], [1.116, -1.815, 2.093], [-0.621, -2.307, 2.370], [-7.171, 0.107, -1.709], [0.375, -2.195, 2.797], [-0.409, -4.118, 0.664], [4.744, 3.892, -1.263], [-3.625, 2.144, 4.333], [-2.418, 1.683, -0.971], [1.738, -3.396, -2.250], [6.347, 2.318, 1.068], [-2.800, 4.721, 4.019], [-2.518, 0.616, 2.226], [4.842, 4.230, -2.294], [-0.081, -6.143, 2.070], [2.851, 0.168, -1.586], [-5.016, -0.190, 0.249], [-2.862, 2.679, 3.143], [-4.251, -4.183, 1.250], [3.314, 3.971, -0.638], [3.111, 4.979, -0.275], [3.268, -2.263, 2.381], [-1.753, -1.362, -0.435], [-2.113, -3.175, 1.122], [1.280, 0.694, -4.481], [-1.423, -1.566, -3.162], [-0.928, -3.543, -0.650], [-0.199, 1.967, -0.231], [-4.235, 2.293, 1.546], [-3.221, 3.469, 1.128], [2.619, 3.705, -2.667], [0.400, -1.494, 3.631], [-3.626, 3.097, -2.004], [-2.227, -0.052, 2.851], [6.255, 3.404, 1.076], [1.180, -4.633, -1.048], [-1.890, 1.778, 2.658], [5.234, 1.665, 0.174], [1.532, -4.289, 1.913], [-6.478, -0.198, -2.300], [4.312, -2.492, 4.361], [3.562, -3.195, -4.739], [-0.667, -0.973, -2.647], [5.921, -0.397, 0.903], [1.901, -1.226, -7.649], [2.138, -2.865, -0.336], [-2.160, -7.764, 2.432], [-4.779, -2.966, 2.346], [-4.589, 2.641, 4.437], [-3.703, -0.859, -3.177], [5.340, 2.398, -1.224], [-3.902, 2.045, -0.081], [4.059, -1.455, 4.138], [-2.987, -6.916, 1.165], [-5.939, 1.125, -5.006], [-1.159, -4.386, 2.961], [-2.341, -0.435, -2.343], [3.426, 0.909, 1.665], [3.285, -1.405, 1.383], [0.564, 0.945, 3.084], [1.860, -1.995, -5.642], [2.925, -1.494, 3.073], [-3.311, -0.491, 0.115], [0.946, -3.608, 3.199], [2.038, -1.318, -0.418], [-5.695, 2.030, -4.450], [0.224, 3.958, 1.159], [-4.402, -1.456, -0.771], [0.584, 0.469, -0.592], [-2.872, -2.535, 1.571], [3.941, -1.312, -1.502], [-5.239, 4.218, -2.925], [1.619, 2.841, 0.803], [-0.414, -1.589, -1.223], [-3.202, -1.235, 3.204], [5.282, -0.924, 2.555], [1.783, -3.366, 3.854], [-4.229, -0.423, -0.468], [0.807, 3.504, 2.748], [3.134, 3.171, 0.718], [1.596, -0.858, -6.669], [2.046, -0.187, 1.508], [-3.189, 0.673, -3.527], [0.037, -4.453, 3.930], [1.879, -3.243, 0.653], [0.646, -4.427, 1.292], [2.887, 1.361, -2.649], [6.113, -1.268, 4.107], [2.739, -0.473, 2.739], [2.683, 3.613, -1.452], [2.785, 4.738, 2.290], [-3.055, 2.034, 5.256], [1.367, 1.963, -1.439], [3.691, -1.480, -4.524], [-1.158, 4.592, 2.675], [-3.282, 0.008, -2.669], [3.831, -2.103, -6.148], [3.143, -3.175, -0.624], [-1.738, -2.192, 3.410], [-2.023, -4.587, 0.169], [-7.732, 3.545, -2.680], [5.256, -0.787, 3.637], [0.266, 0.738, 0.273], [6.473, -0.106, -0.658], [-1.066, -4.976, 0.518], [1.937, 0.083, -6.237], [-5.705, 3.709, -1.423], [-0.633, -5.675, -0.197], [7.391, 2.137, 0.814], [-3.779, -2.297, -0.151], [-0.860, 2.217, 1.785], [-3.241, 4.025, -1.581], [-2.125, 3.960, 3.626], [-3.472, -1.732, 0.562], [0.941, 3.515, -3.337], [-3.897, -3.536, 2.052], [2.598, -1.172, -2.612], [3.875, 3.475, 2.751], [-6.243, 2.849, -4.915], [1.945, -1.786, 3.453], [1.129, -1.677, -4.497], [2.929, -0.919, -1.605], [0.511, -0.832, -6.771], [-3.484, 1.885, -1.075], [-7.407, 2.514, -2.541], [-4.163, 0.596, -1.653], [1.001, -0.143, -2.909], [4.424, 4.584, 1.542], [6.324, 2.321, -1.687], [1.354, 1.898, 0.325], [4.863, -0.534, -0.360], [-1.543, 3.129, -0.219], [5.270, 4.581, -0.603], [1.294, 2.760, 1.840], [0.992, 3.632, 0.392], [5.260, 0.278, 3.866], [0.167, -1.012, -3.348], [-0.519, -3.349, -2.365], [0.427, -5.287, 4.200], [0.625, -0.899, -0.449], [2.206, -3.669, 1.322], [1.868, 1.746, -2.688], [1.169, 1.070, -1.148], [-1.420, -7.748, 0.947], [-1.737, 5.078, 1.889], [-7.640, 2.219, -1.518], [-8.124, 1.852, -3.026], [-4.635, 2.201, -4.638], [-1.172, 2.194, 0.204], [0.928, 0.798, -3.455], [-5.100, 3.364, -2.262], [3.752, -0.855, 5.388], [-5.905, 2.123, -2.877], [2.726, -0.669, 0.805], [2.790, 0.456, 1.107], [1.187, -3.580, -1.327], [3.307, -2.242, -5.202], [0.278, 1.159, 2.055], [3.424, 0.099, 0.471], [0.812, -0.771, -4.468], [-0.248, -3.059, -1.350], [-3.536, -4.210, 2.829], [-5.523, 0.874, -2.207], [5.639, 0.143, -0.001], [-1.831, 1.350, -0.001], [3.537, 4.057, 1.893], [1.895, -5.306, 2.060], [-2.583, -1.941, -0.841], [1.406, -2.845, -6.151], [1.940, 3.087, -3.255], [2.239, 3.099, -4.303], [-3.821, 3.196, 1.996], [-0.549, 5.298, 3.239], [2.967, -0.326, 5.226], [-1.999, -7.088, 1.592]],
  "homo_lumo_gap_ev": 7.49
}

---

Most stable one: 1, least stable one: 2.